w) This record from the Open Molecules 2025 dataset describes C3H2N2O as an isolated structure. The level of theory is the ωB97M-V functional and the def2-TZVPD basis.

Each line ends with the Löwdin charge.
Cartesian coordinates (Å):
C1 -0.675 -0.896 1.074  -0.29
C2 0.254 0.311 -1.371  -0.19
C3 -0.250 0.285 0.559  -0.16
N1 -1.014 -1.869 1.593  0.12
N2 0.886 0.497 -0.295  0.12
O1 -0.369 0.132 -2.338  0.23
H1 -0.633 1.140 0.863  0.05
H2 1.802 0.400 -0.084  0.12

Results
* charge: 0
* M: 82.06 Da
* multiplicity: 1
* Kohn-Sham gap: 0.3123 hartree
* LUMO energy: 0.12 eV



x) This record from the Open Molecules 2025 dataset describes a single C3H2N2O molecule. The level of theory is the ωB97M-V functional and the def2-TZVPD basis.

Each line ends with the Löwdin charge.
Cartesian coordinates (Å):
C1 -1.872 -0.047 0.002  0.03
C2 -0.581 0.064 0.011  -0.05
C3 0.676 0.235 0.000  -0.18
N1 1.823 1.109 -0.005  0.26
N2 2.020 -0.125 0.000  -0.28
O1 2.807 -1.018 -0.003  0.10
H1 -2.443 -0.107 0.913  0.06
H2 -2.431 -0.110 -0.917  0.06

Results
* charge: 0
* M: 82.06 Da
* SMILES: C=C=C1N=[N+]1[O-]
* multiplicity: 1
* Kohn-Sham gap: 0.3705 hartree
* LUMO energy: 0.40 eV



The structure with the least stability is x).



w) This record from the Open Molecules 2025 dataset describes a single C3H2N2O molecule. The level of theory is the ωB97M-V functional and the def2-TZVPD basis.

Each line ends with the Löwdin charge.
Cartesian coordinates (Å):
C1 0.528 0.820 -0.316  -0.29
C2 0.045 2.002 -0.482  0.15
C3 -0.243 -1.985 0.250  -0.27
N1 0.161 0.232 0.893  0.00
N2 -0.201 -0.958 0.865  0.06
O1 -0.701 -2.928 -0.269  0.16
H1 0.697 0.069 -1.189  0.13
H2 -0.285 2.748 0.248  0.05

Results
* charge: 0
* M: 82.06 Da
* multiplicity: 1
* Kohn-Sham gap (spin up / spin down): 0.2730 / 0.3072 hartree
* LUMO energy (spin up / spin down): -1.12 / -1.34 eV



x) This record from the Open Molecules 2025 dataset describes a single C3H2N2O molecule. The level of theory is the ωB97M-V functional and the def2-TZVPD basis.

Each line ends with the Löwdin charge.
Cartesian coordinates (Å):
N1 -1.274 -2.102 -0.401  0.18
C1 -0.729 -1.085 -0.306  -0.14
C2 -0.039 0.225 -0.261  -0.38
O1 1.212 0.229 -0.877  0.02
C3 -0.071 0.786 1.111  -0.14
N2 -0.261 1.436 2.049  0.18
H1 -0.643 0.930 -0.846  0.17
H2 1.803 -0.418 -0.469  0.12

Results
* charge: 0
* M: 82.06 Da
* SMILES: N#CC(O)C#N
* multiplicity: 1
* Kohn-Sham gap: 0.4636 hartree
* LUMO energy: 0.02 eV



The structure with the least stability is w).



w) This record from the Open Molecules 2025 dataset describes a 3-piece molecular cluster, C3H14N2O3 overall. The level of theory is the ωB97M-V functional and the def2-TZVPD basis.

Each line ends with the Löwdin charge.
Cartesian coordinates (Å):
N1 0.057 -2.074 1.837  -0.07
C1 0.552 -1.206 0.762  -0.24
C2 0.943 0.138 1.594  -0.22
N2 0.260 1.163 0.883  -0.09
C3 0.634 2.573 1.162  -0.26
O1 1.708 2.894 0.261  -0.09
H1 -0.865 -1.819 2.166  0.06
H2 0.122 -3.083 1.742  0.06
H3 -0.097 -1.208 -0.101  0.08
H4 1.444 -1.786 0.379  0.11
H5 0.449 -0.172 2.588  0.11
H6 2.086 0.348 1.761  0.13
H7 0.444 1.215 -0.117  0.10
H8 -0.016 3.239 0.797  0.07
H9 0.771 2.596 2.238  0.12
H10 2.396 3.309 0.899  0.13
O2 -2.901 1.155 -1.404  -0.04
H11 -3.803 1.454 -1.573  0.04
H12 -2.621 0.694 -2.152  -0.01
O3 -0.494 -3.513 -4.602  -0.06
H13 -0.006 -2.922 -5.139  0.00
H14 -1.064 -2.995 -3.980  0.06

Results
* charge: 0
* M: 126.16 Da
* SMILES: NCCNCO.O.O
* multiplicity: 1
* Kohn-Sham gap: 0.3281 hartree
* LUMO energy: 0.34 eV



x) This record from the Open Molecules 2025 dataset describes a 4-piece molecular cluster, C3H14N2O3 overall. The level of theory is the ωB97M-V functional and the def2-TZVPD basis.

Each line ends with the Löwdin charge.
Cartesian coordinates (Å):
C1 -0.861 2.804 -1.690  -0.06
C2 -0.394 1.557 -1.002  -0.35
N1 -0.500 1.763 0.446  0.08
C3 0.217 0.470 -1.483  -0.15
N2 0.806 -0.593 -0.668  -0.01
H1 -0.006 3.527 -1.599  0.10
H2 -1.259 2.651 -2.666  0.07
H3 -1.587 3.404 -1.178  0.06
H4 -0.880 1.258 1.217  0.08
H5 -0.163 2.601 0.603  0.00
H6 0.430 0.226 -2.629  0.15
H7 0.783 -0.239 0.331  0.10
H8 1.720 -0.839 -0.935  0.07
O1 -0.419 -3.128 -1.352  -0.16
H9 -0.130 -3.370 -2.296  0.07
H10 -0.197 -2.111 -1.306  0.03
O2 0.286 1.091 3.670  -0.08
H11 1.019 1.192 2.988  0.06
H12 0.519 0.319 4.158  0.01
O3 0.527 -2.934 1.247  -0.09
H13 0.904 -2.540 0.452  -0.02
H14 -0.215 -3.492 0.951  0.03

Results
* charge: 0
* M: 126.16 Da
* SMILES: C/C(N)=C/N.O.O.O
* multiplicity: 1
* Kohn-Sham gap: 0.3283 hartree
* LUMO energy: 0.60 eV



y) This record from the Open Molecules 2025 dataset describes a 4-piece molecular cluster, C3H14N2O3 overall. The level of theory is the ωB97M-V functional and the def2-TZVPD basis.

Each line ends with the Löwdin charge.
Cartesian coordinates (Å):
H1 0.071 2.774 0.931  -0.01
N1 0.207 1.845 0.910  0.09
C1 -0.657 1.011 1.335  -0.26
N2 -0.536 -0.297 0.801  -0.04
C2 -0.632 -1.322 1.901  -0.19
C3 0.790 -1.834 2.440  -0.08
H2 -1.504 1.062 1.943  0.10
H3 0.248 -0.330 0.209  0.07
H4 -1.170 -2.171 1.217  0.15
H5 -1.210 -0.882 2.798  0.12
H6 0.847 -2.386 3.356  0.06
H7 1.408 -1.121 2.759  0.01
H8 1.385 -2.386 1.752  0.06
O1 -0.375 2.854 -1.874  -0.07
H9 0.170 2.710 -1.072  0.01
H10 0.241 2.290 -2.346  -0.01
O2 0.388 0.327 -3.652  -0.11
H11 1.282 0.723 -3.311  0.12
H12 -0.379 0.899 -3.383  0.06
O3 -0.140 -1.536 -1.915  -0.11
H13 -0.606 -0.667 -1.957  0.02
H14 0.171 -1.561 -2.843  0.03

Results
* charge: 0
* M: 126.16 Da
* SMILES: [H]/N=C/NCC.O.O.O
* multiplicity: 1
* Kohn-Sham gap: 0.3589 hartree
* LUMO energy: 0.44 eV



z) This record from the Open Molecules 2025 dataset describes a 4-piece molecular cluster, C3H14N2O3 overall. The level of theory is the ωB97M-V functional and the def2-TZVPD basis.

Each line ends with the Löwdin charge.
Cartesian coordinates (Å):
C1 -0.519 0.649 -0.800  -0.22
C2 -0.282 2.129 -1.099  -0.05
O1 1.829 0.052 -0.416  -0.20
N1 -0.898 0.354 0.569  0.12
C3 0.115 0.078 1.476  -0.34
N2 1.043 1.103 1.676  0.09
H1 -1.368 0.315 -1.387  0.12
H2 0.376 -0.046 -1.042  0.13
H3 -1.189 2.693 -0.884  0.09
H4 0.056 2.238 -2.123  0.08
H5 0.534 2.560 -0.519  0.07
H6 -1.466 -0.540 0.606  0.11
H7 -0.357 -0.216 2.426  0.16
H8 0.687 -0.839 1.142  0.19
H9 1.552 1.010 0.753  0.03
H10 1.707 0.851 2.408  0.11
H11 2.560 -0.212 -0.995  0.04
H12 -0.328 -2.803 -1.888  0.01
O2 -0.626 -1.990 -1.508  -0.15
H13 -1.542 -3.066 1.140  -0.02
H14 -0.753 -2.100 -0.472  -0.03
O3 -1.131 -2.220 0.938  -0.33

Results
* charge: 0
* M: 126.16 Da
* multiplicity: 1
* Kohn-Sham gap: 0.1929 hartree
* LUMO energy: -3.70 eV



The structure with the least stability is z).